w.
ORCA calculation (ωB97M-V with the def2-TZVPD basis set) on the molecule C7H12N2.

The HOMO-LUMO gap is 0.3384 Ha. For the highest occupied orbital energy, the calculation gives -0.30442 Ha.

Each line ends with the natural charge from an NBO analysis.
Cartesian coordinates (Å):
H (2.425, 2.130, 0.211)  0.329
N (1.650, 1.765, -0.349)  -0.647
C (0.939, 0.940, 0.332)  0.326
C (1.127, 0.741, 1.815)  -0.705
C (-0.097, 0.102, -0.465)  -0.025
C (-0.217, 0.388, -1.947)  -0.627
C (-1.276, 0.138, 0.319)  0.305
C (-2.406, 0.563, 0.804)  -0.494
N (-0.378, -1.218, 0.130)  -0.502
C (0.175, -2.366, -0.535)  -0.395
H (2.194, 0.706, 2.054)  0.225
H (0.649, 1.563, 2.354)  0.231
H (0.703, -0.185, 2.202)  0.246
H (-1.109, -0.082, -2.370)  0.218
H (0.661, -0.008, -2.461)  0.224
H (-0.267, 1.465, -2.126)  0.245
H (-3.154, -0.140, 1.163)  0.232
H (-2.604, 1.621, 0.944)  0.233
H (1.014, -2.784, 0.038)  0.194
H (-0.570, -3.168, -0.564)  0.199
H (0.541, -2.169, -1.550)  0.187

=====

x.
ORCA calculation (ωB97M-V with the def2-TZVPD basis set) on a cluster of 2 separate species, C7H12N2 in total.

The HOMO-LUMO gap (spin up / spin down) is 0.3448 / 0.2011 Ha. For the highest occupied orbital energy (spin up / spin down), the calculation gives -0.33261 / -0.23044 Ha.

Each line ends with the natural charge from an NBO analysis.
Cartesian coordinates (Å):
C (-0.509, -0.192, -0.527)  0.226
C (-0.459, 1.024, -1.419)  -0.685
C (-1.561, -0.111, 0.536)  -0.689
C (-0.388, -1.481, -1.285)  -0.689
C (1.529, -1.107, 1.507)  -0.011
C (1.478, 0.159, 0.476)  -0.435
N (0.637, -1.935, 1.468)  -0.266
N (1.208, 2.416, 1.591)  -0.631
C (1.405, 1.360, 1.018)  0.400
H (0.314, 2.599, 2.050)  0.377
H (2.418, -1.063, 2.155)  0.202
H (1.989, -0.045, -0.451)  0.253
H (-0.442, 1.958, -0.860)  0.215
H (0.389, 1.004, -2.103)  0.212
H (-2.526, 0.109, 0.053)  0.208
H (-1.369, 0.711, 1.229)  0.206
H (-1.647, -1.034, 1.099)  0.240
H (-0.586, -2.343, -0.655)  0.240
H (0.600, -1.596, -1.733)  0.212
H (-1.107, -1.459, -2.119)  0.206
H (-1.373, 1.024, -2.030)  0.211

=====

Most stable = w

=====

w.
ORCA calculation (ωB97M-V with the def2-TZVPD basis set) on a structure of composition C7H12N2.

The HOMO-LUMO gap is 0.2844 Ha. For the highest occupied orbital energy, the calculation gives -0.26884 Ha.

Each line ends with the natural charge from an NBO analysis.
Cartesian coordinates (Å):
C (0.445, -0.316, 0.119)  -0.039
C (0.972, 0.322, 1.394)  -0.611
C (0.991, 1.870, -1.290)  -0.705
C (-1.883, -0.957, 1.251)  -0.635
C (0.319, 0.562, -1.103)  0.489
C (-1.076, -0.522, 0.079)  -0.097
N (1.145, -1.583, -0.109)  -0.797
C (-1.471, -0.345, -1.219)  -0.010
N (-0.461, 0.065, -2.069)  -0.549
H (0.787, -2.025, -0.950)  0.375
H (2.136, -1.410, -0.250)  0.355
H (-2.480, -0.445, -1.603)  0.207
H (2.031, 0.567, 1.295)  0.207
H (0.868, -0.383, 2.217)  0.231
H (0.427, 1.231, 1.639)  0.214
H (2.028, 1.675, -1.582)  0.246
H (0.524, 2.425, -2.102)  0.246
H (0.986, 2.482, -0.390)  0.235
H (-2.898, -1.208, 0.941)  0.219
H (-1.951, -0.169, 2.009)  0.203
H (-1.440, -1.836, 1.724)  0.218

=====

x.
ORCA calculation (ωB97M-V with the def2-TZVPD basis set) on the molecule C7H12N2.

The HOMO-LUMO gap is 0.3497 Ha. For the highest occupied orbital energy, the calculation gives -0.31541 Ha.

Each line ends with the natural charge from an NBO analysis.
Cartesian coordinates (Å):
C (1.713, 0.518, 1.315)  -0.594
C (1.074, -0.149, 0.105)  -0.250
C (1.738, 0.433, -1.164)  -0.588
C (-0.415, 0.097, -0.027)  0.193
C (-0.934, 1.459, -0.178)  -0.375
C (-2.310, 1.250, -0.336)  -0.047
N (-2.628, -0.035, -0.318)  -0.297
N (-1.488, -0.691, -0.014)  -0.186
C (-1.493, -2.075, 0.126)  -0.401
H (1.311, 1.486, 1.255)  0.209
H (2.846, 0.636, 1.118)  0.210
H (1.403, -0.017, 2.223)  0.219
H (1.248, -1.271, 0.089)  0.206
H (1.578, 1.514, -1.204)  0.206
H (1.436, -0.104, -2.097)  0.217
H (2.784, 0.250, -1.096)  0.203
H (-0.239, 2.266, -0.231)  0.221
H (-3.220, 1.907, -0.296)  0.218
H (-1.421, -2.670, -0.828)  0.208
H (-0.646, -2.424, 0.877)  0.204
H (-2.337, -2.380, 0.678)  0.226

=====

Most stable = x

=====

w.
ORCA calculation (ωB97M-V with the def2-TZVPD basis set) on a cluster of 2 separate species, C4H10O3 in total.

The HOMO-LUMO gap is 0.2493 Ha. For the highest occupied orbital energy, the calculation gives 0.01044 Ha. As for the net charge: -2.

Each line ends with the natural charge from an NBO analysis.
Cartesian coordinates (Å):
C (0.591, 0.243, -0.212)  -0.424
C (0.859, -0.165, 1.267)  -0.422
C (2.304, 0.035, 1.818)  -0.008
O (2.392, -0.130, 3.164)  -0.997
C (-0.741, -0.265, -0.688)  -0.060
O (-1.248, 0.464, -1.826)  -0.850
H (1.453, -0.130, -0.788)  0.170
H (0.576, 1.334, -0.271)  0.188
H (0.261, 0.564, 1.824)  0.177
H (0.549, -1.182, 1.501)  0.173
H (3.036, -0.621, 1.314)  0.070
H (2.596, 1.124, 1.560)  0.047
H (-0.677, -1.340, -0.989)  0.130
H (-1.558, -0.049, 0.008)  0.150
H (-2.221, 0.056, -2.102)  0.505
H (-3.194, 0.126, -3.691)  0.403
O (-3.432, -0.196, -2.805)  -1.253

=====

x.
ORCA calculation (ωB97M-V with the def2-TZVPD basis set) on a structure of composition C4H10O3.

The HOMO-LUMO gap is 0.2295 Ha. For the highest occupied orbital energy, the calculation gives 0.02961 Ha. As for the net charge: -2.

Each line ends with the natural charge from an NBO analysis.
Cartesian coordinates (Å):
C (0.041, -0.324, 0.309)  -0.414
C (0.307, 1.141, 0.777)  -0.453
C (1.884, 1.312, 1.421)  0.016
O (1.935, 2.492, 1.972)  -0.992
C (-1.406, -0.432, -0.282)  -0.045
O (-1.542, -1.781, -0.631)  -0.905
H (0.068, -0.936, 1.291)  0.169
H (0.887, -0.693, -0.282)  0.184
H (0.247, 1.911, 0.074)  0.170
H (-0.417, 1.426, 1.558)  0.164
H (2.192, 0.587, 2.230)  0.068
H (2.644, 1.320, 0.557)  0.046
H (-2.136, -0.339, 0.528)  0.123
H (-1.636, 0.303, -1.063)  0.126
H (-1.380, -2.024, -1.905)  0.508
H (-0.391, -1.826, -3.315)  0.416
O (-1.297, -2.137, -3.242)  -1.182

=====

Most stable = w

=====

w.
ORCA calculation (ωB97M-V with the def2-TZVPD basis set) on the molecule C5H5FOS.

The HOMO-LUMO gap is 0.3628 Ha. For the highest occupied orbital energy, the calculation gives -0.34160 Ha.

Each line ends with the natural charge from an NBO analysis.
Cartesian coordinates (Å):
C (0.020, 2.739, 0.990)  -0.194
C (-0.146, 1.555, 0.752)  -0.061
C (-0.307, 0.163, 0.300)  0.248
F (-1.453, -0.355, 0.810)  -0.325
C (0.194, -0.393, -0.960)  -0.455
S (-0.716, -1.538, -1.892)  0.047
C (0.838, -0.805, 0.320)  0.101
O (0.653, -2.060, 0.858)  -0.684
H (0.321, 3.779, 1.038)  0.245
H (0.871, 0.247, -1.541)  0.245
H (-1.718, -0.698, -2.203)  0.132
H (1.779, -0.369, 0.594)  0.206
H (-0.338, -2.266, 0.935)  0.495

=====

x.
ORCA calculation (ωB97M-V with the def2-TZVPD basis set) on the molecule C5H5FOS.

The HOMO-LUMO gap is 0.3641 Ha. For the highest occupied orbital energy, the calculation gives -0.34799 Ha.

Each line ends with the natural charge from an NBO analysis.
Cartesian coordinates (Å):
F (2.252, -0.231, 0.069)  -0.337
C (0.888, -0.234, 0.304)  0.421
C (0.532, -0.777, 1.413)  -0.303
C (-0.999, -0.999, 1.334)  0.065
O (-1.306, -1.695, 0.189)  -0.480
C (-1.363, -0.251, -0.009)  0.033
C (-0.105, 0.144, -0.672)  -0.520
S (0.017, 1.783, -1.199)  0.044
H (1.029, -1.141, 2.274)  0.232
H (-1.556, -0.902, 2.335)  0.209
H (-2.451, 0.143, -0.281)  0.238
H (0.014, -0.447, -1.562)  0.262
H (-0.842, 2.164, 0.075)  0.137

=====

Most stable = w